Density functional theory data (the ωB97M-V functional and the def2-TZVPD basis) for C30H45NO3P2PdS as an isolated structure at a distorted geometry.

Geometry as XYZ:
```
83
Properties=species:S:1:pos:R:3:forces:R:3
Pd 0.252 0.145 -3.423 0.186 -0.028 7.587
S 1.378 3.599 3.270 -1.082 0.579 -0.590
P 2.396 0.344 0.152 -0.612 0.406 -1.354
P -2.027 -1.792 -0.216 1.186 1.233 -1.865
O 2.213 2.827 4.160 0.004 -0.143 -0.338
O -0.985 1.417 1.352 0.089 0.201 0.101
O 1.846 4.903 2.856 -0.110 -0.992 0.095
N 0.850 2.697 2.007 -0.243 -1.108 -0.479
C 1.214 1.522 -5.535 -0.076 0.429 0.049
C -1.235 -1.324 -5.442 0.057 -0.567 0.246
C -2.470 2.894 3.593 0.497 0.353 0.208
C 1.200 -0.952 -4.777 1.810 0.496 -1.489
C -0.611 4.384 5.123 -0.318 -0.339 -0.501
C 0.716 -1.311 3.319 -0.077 0.623 0.657
C -1.142 1.054 -4.503 -1.711 -0.373 -0.669
C -0.354 1.616 -5.665 -0.018 0.553 -0.247
C -0.653 -1.657 3.163 -0.230 0.180 -0.059
C 1.040 0.718 -1.061 -0.538 1.136 1.478
C -2.604 -2.808 -1.598 -0.663 -0.516 0.215
C 0.582 -3.036 1.796 -0.261 0.017 -0.034
C 0.969 -4.025 0.767 0.187 -0.231 -0.345
C -1.130 2.996 3.190 -1.158 -0.368 0.667
C -2.022 -3.366 1.813 0.569 -0.483 0.365
C 3.141 2.026 0.191 -0.102 -0.052 0.189
C -1.954 4.307 5.514 0.169 0.020 -0.058
C 0.251 -1.414 -5.858 -0.007 -0.307 -0.037
C -1.790 -0.945 3.766 -0.294 -0.159 0.256
C -0.242 3.717 3.953 -0.242 0.779 1.338
C -0.741 -2.747 2.254 0.124 0.529 -0.115
C 1.479 -2.157 2.472 0.546 -0.365 -0.592
C -2.878 3.570 4.756 0.292 -0.165 -0.329
C -0.439 2.292 2.072 1.403 0.549 0.229
C -1.479 -0.325 -4.338 -1.519 1.311 -1.734
C -2.998 -0.313 -0.597 -0.280 0.439 1.151
C 1.720 0.386 -4.684 1.208 -1.555 -2.339
C 2.947 -2.086 2.314 0.398 -0.135 -0.002
C 1.263 -0.270 4.206 -0.501 0.196 0.129
C 3.388 -0.423 -1.209 0.456 -0.348 0.053
H 1.558 2.457 -5.061 0.024 -0.325 -0.354
H 0.454 0.309 4.666 0.243 -0.062 -0.056
H -1.811 -4.268 1.231 -0.405 0.212 -0.121
H 1.200 1.715 -1.497 -0.055 -0.187 -0.461
H -1.919 0.044 3.296 0.170 -0.081 0.040
H -2.283 4.825 6.419 0.092 -0.207 -0.352
H 1.109 -5.026 1.204 -0.071 0.215 -0.088
H -2.702 -0.018 -1.617 -0.076 -0.363 0.058
H 0.433 -0.827 -6.762 0.012 -0.230 0.010
H 4.254 -0.948 -0.784 -0.075 0.114 -0.361
H -2.694 0.513 0.061 0.015 -0.166 0.039
H 3.294 -2.661 1.449 -0.060 0.116 0.223
H 3.232 2.418 -0.833 0.190 -0.052 0.311
H -3.919 3.519 5.071 0.252 0.033 -0.049
H 0.048 0.667 -0.598 -0.162 -0.245 -0.310
H -2.725 -2.663 1.129 0.108 -0.607 0.960
H 0.489 -2.469 -6.046 -0.064 0.372 -0.330
H 1.904 0.443 3.671 0.001 -0.074 -0.044
H 1.664 1.454 -6.534 -0.095 0.192 0.125
H 0.214 -4.102 -0.026 0.098 -0.065 0.222
H 4.120 1.966 0.691 -0.210 0.123 -0.240
H 1.767 -1.732 -4.253 -0.157 0.237 -0.084
H -1.732 1.763 -3.904 0.469 -0.160 -0.082
H -2.670 -3.608 2.662 -0.178 0.159 -0.237
H -1.863 -1.074 -6.305 0.047 -0.063 0.116
H -1.619 -0.788 4.840 -0.108 0.065 -0.236
H 1.919 -3.750 0.287 -0.281 -0.078 0.184
H -2.576 -3.889 -1.407 0.139 0.235 -0.071
H 3.291 -1.045 2.189 -0.278 -0.475 0.264
H -2.318 -0.536 -3.659 0.426 0.030 -0.154
H 3.457 -2.488 3.204 -0.180 0.001 -0.062
H -2.718 -1.512 3.634 0.104 0.182 0.133
H 2.447 2.644 0.795 0.581 -0.329 -0.488
H -3.157 2.308 2.989 -0.056 0.119 0.123
H 2.679 0.509 -4.166 -0.394 0.118 -0.013
H -0.601 2.692 -5.682 0.104 -0.501 -0.441
H -0.697 1.141 -6.593 0.075 0.250 0.155
H -4.083 -0.456 -0.539 0.140 -0.015 -0.267
H -1.562 -2.310 -5.086 0.006 0.173 -0.153
H -3.604 -2.529 -1.963 0.406 -0.110 0.062
H -1.843 -2.587 -2.363 -0.081 -0.029 -0.013
H 3.716 0.353 -1.916 0.041 -0.290 0.190
H 2.746 -1.142 -1.743 0.348 0.020 0.176
H 0.141 4.934 5.681 -0.232 -0.031 0.044
H 1.869 -0.706 5.015 -0.012 -0.018 -0.200
```
Positions in Å, forces in eV/Å.

## Properties
⟨S²⟩: 6.01
Relative energy (zero: lowest compared OMol25 entry of this formula, charge and spin): 84.6 kcal per mole
Spin multiplicity: 5
HOMO energy (alpha / beta): -0.46050 / -0.46026 Eh
Total charge: +2
LUMO energy (alpha / beta): -8.4149 / -8.9017 eV